Entry 1:
{
  "formula": "C5H11NO",
  "method": "ωB97M-V/def2-TZVPD",
  "species": ["C", "C", "C", "N", "C", "C", "O", "H", "H", "H", "H", "H", "H", "H", "H", "H", "H", "H"],
  "coordinates": [[-1.09154, -1.29608, -0.88507], [-0.42205, 0.05361, -0.71621], [-1.19529, 0.70749, 1.11741], [0.96189, 0.06480, -0.48464], [1.23727, -0.52292, 0.79702], [1.68647, 1.18230, -0.87236], [1.36294, 1.94982, -1.74931], [-0.97113, -1.89091, 0.02196], [-2.16026, -1.12644, -1.04192], [-0.72232, -1.88995, -1.73587], [-0.64114, 0.75219, -1.54270], [-1.05232, 1.78016, 1.02090], [-2.19389, 0.38212, 0.88341], [-1.11177, 0.52310, 2.23188], [1.13458, -1.61245, 0.77672], [2.24296, -0.25318, 1.13704], [0.30962, -0.09379, 1.33930], [2.62598, 1.29013, -0.29756]],
  "atomic_forces_ev_per_a": [[-0.08, 0.05, 0.22], [-0.56, 0.38, 1.08], [-0.62, 0.31, -1.21], [0.08, 0.13, -0.08], [-0.17, 0.00, 0.40], [-0.12, -0.02, -0.22], [0.08, -0.27, 0.33], [-0.09, -0.07, -0.13], [0.11, -0.09, 0.05], [0.10, 0.40, 0.15], [-0.28, -0.02, 0.78], [-0.30, 0.12, -0.27], [-0.60, 0.39, -0.18], [0.63, -0.51, -1.33], [0.17, 0.17, -0.05], [-0.32, -0.01, 0.16], [2.09, -0.90, 0.41], [-0.09, -0.06, -0.14]],
  "mulliken_charge": [-1.283, -0.244, -1.131, 0.072, -0.781, 0.220, -0.527, 0.337, 0.373, 0.355, 0.405, 0.292, 0.366, 0.367, 0.222, 0.373, 0.325, 0.258],
  "total_charge": 0,
  "e_lumo_ev": 0.885,
  "orbital_gap_ev": 9.97,
  "energy_ha": -326.9982
}

***

Entry 2:
{
  "formula": "C5H11NO",
  "method": "ωB97M-V/def2-TZVPD",
  "species": ["C", "C", "C", "C", "N", "C", "O", "H", "H", "H", "H", "H", "H", "H", "H", "H", "H", "H"],
  "coordinates": [[-1.64710, -0.69319, -0.90321], [-1.44466, 0.56537, -0.49836], [0.89787, 0.61616, 0.46576], [0.64015, 1.56009, 1.58835], [1.07421, -0.65424, 0.60707], [0.98187, -1.49879, -0.70232], [1.30942, -0.85923, -1.73696], [-1.34801, -1.00328, -1.89980], [-0.16998, -1.62642, -0.52460], [-2.21149, -1.39276, -0.29531], [-1.07622, 1.30869, -1.19529], [-1.87559, 0.92373, 0.42734], [1.16493, 0.96878, -0.52880], [0.07595, 2.43275, 1.25002], [0.11052, 1.09814, 2.42636], [1.61000, 1.91704, 1.95018], [0.82685, -1.11785, 1.47339], [1.46090, -2.47247, -0.45238]],
  "atomic_forces_ev_per_a": [[-0.34, 0.17, -0.19], [-0.64, 0.15, -0.34], [0.47, -0.44, 0.27], [0.06, 0.08, 0.10], [-0.10, 0.63, -0.07], [-0.20, -0.39, 0.30], [-0.02, 0.15, -0.17], [-0.12, 0.02, 0.09], [0.56, -0.46, -0.18], [0.02, 0.01, -0.06], [0.15, -0.05, 0.11], [0.10, 0.01, 0.11], [-0.07, -0.07, 0.03], [0.09, -0.16, 0.00], [0.08, -0.02, -0.14], [-0.08, 0.05, 0.03], [-0.02, 0.13, 0.13], [0.07, 0.18, -0.01]],
  "mulliken_charge": [-0.679, -0.539, -0.083, -1.170, -0.130, -0.082, -0.689, 0.370, 0.054, 0.322, 0.256, 0.292, 0.513, 0.296, 0.359, 0.362, 0.239, 0.310],
  "total_charge": 0,
  "e_lumo_ev": 0.641,
  "orbital_gap_ev": 8.48,
  "energy_ha": -326.9813
}

***

Entry 3:
{
  "formula": "C5H11NO",
  "method": "ωB97M-V/def2-TZVPD",
  "species": ["C", "C", "C", "C", "C", "N", "H", "H", "H", "H", "H", "H", "H", "H", "H", "H", "H", "O"],
  "coordinates": [[-0.19892, 2.04175, -0.05052], [-1.15642, 0.81126, -0.14102], [-0.22930, -0.36208, -0.52913], [-0.07268, -1.21292, 0.41269], [0.17010, -1.19390, -2.87302], [0.43432, -0.36281, -1.91468], [-0.27078, 2.68101, -0.94930], [0.77398, 1.74473, -0.00896], [-0.35037, 2.59414, 0.77955], [-1.63777, 0.61816, 0.80605], [-1.88903, 0.88438, -0.93864], [-1.06988, -1.34730, 0.96825], [0.56441, -2.15382, 0.38697], [-0.76414, -1.40035, -3.41636], [1.02461, -1.72666, -3.42620], [1.46100, 0.17442, 3.33977], [2.07662, -1.00055, 3.94422], [1.13424, -0.78945, 3.61034]],
  "atomic_forces_ev_per_a": [[-2.48, -0.64, -3.28], [1.66, 0.01, -1.69], [-1.81, 3.67, -4.39], [-0.49, -5.49, 1.96], [1.46, 1.24, 0.13], [-0.03, -3.05, 2.21], [-0.12, -0.18, 0.45], [2.78, -1.10, 0.07], [-0.88, 2.00, 2.70], [-0.03, -0.13, 0.10], [-0.33, 0.54, 0.04], [2.23, 0.54, 0.24], [-0.68, 1.44, -0.15], [-0.57, -0.29, 1.16], [-0.69, 1.46, 0.43], [-1.85, -2.64, 0.43], [-2.25, -0.47, -0.44], [4.10, 3.08, 0.02]],
  "mulliken_charge": [-1.310, -0.396, 0.560, -1.010, -0.216, -0.386, 0.292, 0.414, 0.443, 0.320, 0.312, 0.239, 0.279, 0.255, 0.210, 0.313, 0.321, -0.641],
  "total_charge": 0,
  "e_lumo_ev": 0.507,
  "orbital_gap_ev": 8.85,
  "energy_ha": -326.9389,
  "smiles": "C=NC(=C)CC.O"
}

***

Record order is preserved below.
Energy relative to the best compared isomer or geometry (same formula, charge and spin): 349.58; 393.83; 505.21 kJ/mol